Computed, not measured: a cluster of 2 separate species, C19H23O2S in total in a non-equilibrium geometry, with wB97M-V/def2-TZVPD.

Values from the calculation:
LUMO ... -4.862 eV
E ... -1286.1523 Ha
HOMO level ... -10.28 eV
Net charge ... +1
Energy above the lowest of the compared OMol25 structures with the same formula, charge and spin ... 0.000 eV
HOMO-LUMO gap ... 5.42 eV

Cartesian coordinates (Å):
C (4.06478, -0.06253, 1.63439)
O (2.67882, 0.23645, 1.92476)
C (1.81184, -0.73377, 1.87248)
C (0.41631, -0.47123, 1.74428)
C (-0.49398, -1.56098, 1.69525)
C (-1.85728, -1.33178, 1.62156)
C (-2.36416, -0.02660, 1.57440)
C (-3.84198, 0.17412, 1.51615)
C (-1.46720, 1.05360, 1.57460)
C (-0.10131, 0.85370, 1.65311)
H (4.57356, 0.90272, 1.64053)
H (4.46786, -0.71269, 2.41521)
H (4.14794, -0.54619, 0.65003)
H (2.19819, -1.75967, 1.87056)
H (-0.08394, -2.57112, 1.72519)
H (-2.56395, -2.16794, 1.60294)
H (-4.08784, 1.23675, 1.50308)
H (-4.26630, -0.29486, 0.62068)
H (-4.33273, -0.29172, 2.37888)
H (-1.87195, 2.06581, 1.51000)
H (0.60330, 1.68432, 1.64562)
C (1.30101, -1.85357, 8.24028)
S (1.46005, -1.51340, 6.44920)
C (-0.15358, -0.70958, 6.11627)
C (2.52454, -0.17530, 6.46012)
C (3.51557, -0.03930, 5.44918)
C (4.52147, 1.07116, 5.60478)
C (4.24670, 2.21144, 6.37775)
C (5.17301, 3.25698, 6.47831)
C (6.38714, 3.19398, 5.77761)
C (6.66371, 2.06033, 4.99552)
C (5.74560, 1.00865, 4.91877)
O (3.54589, -0.79959, 4.45341)
H (0.54318, -2.63511, 8.35736)
H (2.26893, -2.23432, 8.58260)
H (1.02171, -0.94206, 8.77979)
H (-0.92757, -1.47442, 6.24138)
H (-0.30208, 0.12669, 6.80792)
H (-0.13420, -0.36677, 5.07562)
H (2.49355, 0.48549, 7.32304)
H (3.29028, 2.27108, 6.89742)
H (4.94225, 4.12242, 7.10540)
H (7.11099, 4.01251, 5.84184)
H (7.60424, 1.98638, 4.44269)
H (5.96596, 0.12289, 4.32082)